Molecular formula: C52H143N13O13
Method: DFT, the ωB97M-V functional and the def2-TZVPD basis

Calculated values
E_HOMO ... -8.518 eV
Total energy ... -102221.865 eV
Kohn-Sham gap ... 9.00 eV
2S+1 ... 1

CARTESIAN COORDINATES (ANGSTROEM)
1 C -8.049380 19.120230 12.877380
2 C -6.768940 19.764820 12.388650
3 C -5.823870 20.288780 13.516520
4 O -6.501000 21.331280 14.183870
5 C -5.702990 22.060000 15.099810
6 N -6.058640 18.821790 11.568700
7 H -8.507420 18.629400 12.018670
8 H -8.660420 19.884310 13.357910
9 H -7.848020 18.326070 13.596310
10 H -7.132840 20.634450 11.841470
11 H -4.970690 20.656450 12.946430
12 H -5.669420 19.376480 14.092670
13 H -4.878440 22.435370 14.493740
14 H -5.322400 21.371590 15.854350
15 H -6.316940 22.822600 15.578980
16 H -5.234100 19.121220 11.068130
17 H -6.688780 18.593000 10.813270
18 C -9.982680 24.833160 13.107690
19 C -8.907950 23.772530 13.383860
20 C -9.112420 23.121280 14.768330
21 O -8.783260 24.086830 15.756150
22 C -8.915410 23.595750 17.027270
23 N -9.007180 22.759260 12.363140
24 H -9.951180 25.196560 12.080540
25 H -9.918540 25.728040 13.726700
26 H -10.969680 24.440710 13.352460
27 H -7.906020 24.193260 13.298880
28 H -8.434730 22.268840 14.815130
29 H -10.086120 22.667890 14.953940
30 H -9.798780 22.963380 17.115970
31 H -8.917060 24.437380 17.719910
32 H -8.127750 22.873320 17.241250
33 H -8.278050 22.098140 12.589820
34 H -8.646400 23.107410 11.486360
35 C -12.001200 24.196300 18.713210
36 C -12.521940 24.690010 17.381030
37 C -13.913260 24.180350 17.051710
38 O -14.467980 24.728160 15.835000
39 C -13.777150 24.339370 14.664130
40 N -12.470890 26.142670 17.426970
41 H -11.126660 24.790780 18.977550
42 H -11.617230 23.183130 18.594290
43 H -12.737110 24.249530 19.515530
44 H -11.775620 24.407430 16.638560
45 H -14.604920 24.333510 17.880110
46 H -13.921070 23.094170 16.960820
47 H -12.847260 24.894580 14.541010
48 H -14.459150 24.440370 13.819860
49 H -13.445570 23.303670 14.738120
50 H -13.031390 26.623740 16.738130
51 H -12.961060 26.407890 18.269280
52 C -7.043670 14.367580 11.662240
53 C -6.042520 14.219800 12.840100
54 C -6.153010 15.405860 13.873490
55 O -5.137710 15.312770 14.912980
56 C -5.207750 16.478640 15.666640
57 N -6.295250 12.901620 13.482850
58 H -6.782270 13.552550 10.987330
59 H -6.860010 15.289390 11.110310
60 H -8.058830 14.257400 12.043580
61 H -5.064170 14.227670 12.359610
62 H -7.173340 15.531760 14.235690
63 H -5.897620 16.278400 13.272190
64 H -4.881010 17.335400 15.077320
65 H -4.588310 16.442170 16.562780
66 H -6.229380 16.655340 16.003020
67 H -5.869680 12.147100 12.963530
68 H -5.611190 12.961640 14.223500
69 C -5.479680 16.173340 19.349350
70 C -5.961810 15.844280 20.789830
71 C -6.662350 17.053960 21.585090
72 O -5.962000 18.279460 21.887210
73 C -5.184020 18.244250 23.074020
74 N -6.884200 14.703360 20.663490
75 H -6.273830 16.465910 18.662460
76 H -4.982990 15.278780 18.973660
77 H -4.747950 16.981110 19.362650
78 H -5.098800 15.487820 21.352200
79 H -7.190280 16.716830 22.477120
80 H -7.493810 17.288470 20.920430
81 H -5.845940 17.826510 23.832610
82 H -4.981960 19.280350 23.345630
83 H -4.274590 17.645200 23.027500
84 H -6.535090 14.075340 19.953690
85 H -7.627440 15.229770 20.226920
86 C -9.399170 18.365320 24.186530
87 C -9.689910 19.801840 24.635650
88 C -9.842720 20.017090 26.216930
89 O -10.883480 19.072570 26.580310
90 C -10.952170 18.746800 27.971090
91 N -8.589340 20.647490 24.155050
92 H -9.317070 18.389340 23.099890
93 H -10.182100 17.628430 24.365730
94 H -8.474680 18.028680 24.655670
95 H -10.578700 20.099850 24.079470
96 H -10.067280 21.023570 26.570020
97 H -8.951000 19.719800 26.768790
98 H -11.982030 18.625910 28.307040
99 H -10.552270 19.480630 28.670870
100 H -10.344710 17.863670 28.168980
101 H -8.742480 21.595430 24.468180
102 H -7.745430 20.475710 24.682700
103 C -9.434250 21.490170 20.255010
104 C -8.537540 20.234780 20.400390
105 C -7.887510 19.854510 19.052940
106 O -8.899920 19.617660 18.087120
107 C -8.333630 19.322990 16.784990
108 N -7.561770 20.544460 21.436930
109 H -9.817500 21.756500 21.240050
110 H -10.287250 21.328060 19.596070
111 H -8.937930 22.371900 19.849650
112 H -9.134130 19.414740 20.800040
113 H -7.345250 18.940150 19.293780
114 H -7.126390 20.576170 18.756320
115 H -7.726840 20.134860 16.384020
116 H -9.096060 19.080300 16.044790
117 H -7.719290 18.430840 16.906460
118 H -6.890870 19.794920 21.527330
119 H -8.022230 20.456170 22.331510
120 C -7.669470 25.424370 21.408810
121 C -7.727260 25.030170 22.842310
122 C -8.165140 26.190960 23.731020
123 O -7.907100 25.788590 25.125300
124 C -8.812630 26.398920 26.051240
125 N -8.701760 23.930270 22.905230
126 H -7.660860 24.590520 20.706870
127 H -6.748270 25.964990 21.191470
128 H -8.507770 26.039000 21.080820
129 H -6.751240 24.710930 23.207800
130 H -9.219160 26.387390 23.534680
131 H -7.643840 27.139700 23.603580
132 H -8.785350 27.484780 26.142030
133 H -8.556120 26.038160 27.047310
134 H -9.881650 26.192640 25.998680
135 H -8.520170 23.227660 22.202760
136 H -8.481700 23.430060 23.754630
137 C -11.987210 14.436380 22.247310
138 C -10.790380 14.496840 21.203540
139 C -10.305590 15.961420 20.936220
140 O -9.243420 16.055920 19.960790
141 C -9.742640 16.023670 18.650930
142 N -9.773070 13.748030 21.857680
143 H -12.863790 14.832270 21.734510
144 H -11.804330 14.953970 23.188990
145 H -12.124800 13.362520 22.373810
146 H -11.056150 14.008350 20.266070
147 H -9.821490 16.278110 21.860040
148 H -11.144220 16.621350 20.714180
149 H -8.974150 16.178820 17.893660
150 H -10.472920 16.832830 18.643430
151 H -10.172140 15.052620 18.404570
152 H -9.824380 13.926540 22.850450
153 H -8.886900 14.072050 21.497370
154 C -5.284150 23.097840 18.990010
155 C -3.947170 22.495420 18.903470
156 C -3.928820 20.965180 18.672180
157 O -2.586450 20.397870 18.796710
158 C -2.544450 19.014650 18.578630
159 N -3.234130 23.159990 17.815920
160 H -5.724740 22.802560 19.942270
161 H -5.977820 22.861120 18.183230
162 H -5.272380 24.186980 19.031760
163 H -3.431610 22.701410 19.841480
164 H -4.296300 20.746210 17.669630
165 H -4.636120 20.469550 19.337150
166 H -1.489930 18.754090 18.669120
167 H -2.818880 18.668020 17.582320
168 H -3.026310 18.447780 19.375230
169 H -2.349780 22.689510 17.686800
170 H -2.868820 24.073430 18.044540
171 C -11.962650 22.828270 24.452490
172 C -12.242570 23.958490 23.473980
173 C -12.280830 25.368570 24.068220
174 O -13.160880 25.330910 25.186140
175 C -13.572700 26.564110 25.646550
176 N -11.550380 23.801340 22.229410
177 H -12.160900 21.801830 24.143920
178 H -12.507080 23.011790 25.378780
179 H -10.967380 23.001800 24.861680
180 H -13.295090 23.803950 23.236460
181 H -12.624950 26.043830 23.284830
182 H -11.283470 25.694110 24.363850
183 H -12.771040 27.299090 25.574050
184 H -13.691630 26.497040 26.727970
185 H -14.449660 27.072040 25.245250
186 H -11.661180 22.912130 21.763430
187 H -10.567080 23.891620 22.441720
188 C -12.203970 16.636740 10.564540
189 C -11.480290 15.307640 10.986270
190 C -11.911280 14.913780 12.406710
191 O -11.596730 15.868580 13.386650
192 C -10.177790 16.248880 13.461340
193 N -11.853090 14.228930 9.999860
194 H -12.078690 16.959730 9.531060
195 H -11.925330 17.428530 11.259910
196 H -13.261980 16.397990 10.672810
197 H -10.403450 15.333710 10.819440
198 H -11.297710 14.038740 12.621050
199 H -12.949760 14.617220 12.554100
200 H -9.944320 16.982440 12.689670
201 H -9.482570 15.410440 13.503860
202 H -9.946300 16.861050 14.332990
203 H -11.382530 13.356320 10.192820
204 H -11.623740 14.441580 9.039500
205 C -12.079540 20.309770 15.649720
206 C -12.784140 20.007810 16.945290
207 C -14.233200 19.604710 16.853400
208 O -15.130240 20.678160 16.523470
209 C -15.625700 20.842150 15.154280
210 N -11.948010 19.109110 17.765460
211 H -12.565100 21.080830 15.051560
212 H -12.124370 19.440080 14.994190
213 H -11.070800 20.706620 15.763980
214 H -12.766010 20.913140 17.552040
215 H -14.612440 19.241370 17.808520
216 H -14.332170 18.823030 16.100220
217 H -16.202060 19.955570 14.889910
218 H -14.800950 21.072250 14.479790
219 H -16.338360 21.666430 15.182370
220 H -11.000890 19.457980 17.802090
221 H -11.897870 18.243680 17.247180

Cartesian forces, eV/Å:
C 0.56 -0.21 0.41
C 0.12 1.08 0.75
C -1.90 -0.39 -1.68
O -0.50 -0.58 -0.10
C 0.24 -0.78 -0.51
N -0.08 -0.94 -0.71
H -0.50 0.30 0.06
H -0.35 -0.21 -0.22
H 0.14 -0.10 0.19
H 0.35 0.39 -0.36
H 0.64 0.02 0.59
H 0.71 0.30 0.68
H 0.28 0.61 0.56
H 0.20 0.13 0.21
H 0.15 0.12 -0.26
H 0.27 0.64 0.45
H -0.14 -0.50 -0.11
C 0.08 0.41 0.48
C -1.06 0.78 0.29
C 1.16 0.37 -0.48
O -0.24 0.37 -1.57
C -0.02 -0.82 0.71
N 0.13 -1.24 -0.34
H -0.07 -0.26 -0.13
H 0.46 -0.06 0.22
H -0.04 -0.30 -0.41
H 0.10 0.45 0.74
H 0.34 -0.12 0.21
H -0.59 0.47 -0.28
H -0.63 0.29 0.26
H -0.03 -0.25 0.14
H 0.62 0.04 0.37
H 0.02 -0.59 0.24
H -0.37 0.49 -0.31
C 0.34 -0.42 -0.23
C 0.04 0.67 -0.20
C 0.00 -0.77 -0.81
O 0.04 0.00 0.81
C 0.18 -0.28 0.60
N -0.20 0.91 0.55
H -0.13 0.14 0.16
H -0.30 -0.26 0.28
H 0.04 -0.03 0.03
H -0.18 -0.34 -0.38
H -0.13 0.71 -0.12
H 0.25 -0.38 -0.21
H -0.09 0.43 -0.27
H 0.19 0.18 0.02
H -0.19 -0.41 -0.04
H -0.02 -0.42 -0.72
H 0.14 0.22 0.56
C 0.99 -0.08 0.81
C -1.02 0.05 -0.17
C 1.57 -1.11 -1.48
O -1.27 -0.73 -0.87
C 0.06 0.60 0.52
N 0.78 1.04 0.63
H -0.41 -0.10 -0.10
H -0.32 0.17 0.12
H -0.06 0.12 -0.31
H 0.39 0.32 0.34
H -0.02 -0.25 0.50
H -0.19 0.39 -0.04
H 0.00 0.27 -0.13
H 0.16 -0.39 -0.13
H -0.26 0.15 0.08
H -0.26 -0.09 -0.81
H -0.17 -0.29 1.03
C 0.45 0.65 1.08
C 1.08 0.38 0.15
C -0.29 -0.64 -1.09
O 0.58 -1.60 -0.93
C -1.03 -0.07 0.17
N -0.30 1.26 0.82
H -0.27 -0.09 0.15
H -0.01 0.03 -0.17
H 0.10 0.10 -0.10
H 0.25 0.21 0.12
H 0.43 -0.45 0.36
H 0.02 0.69 -0.12
H 0.22 -0.13 0.49
H 0.25 -0.07 -0.12
H 0.07 0.06 -0.27
H 0.20 -0.14 -0.01
H -1.03 -0.83 -0.28
C -0.14 0.23 0.22
C 0.46 0.38 1.34
C -1.14 -2.34 -1.09
O 0.05 0.89 0.81
C 0.36 0.12 -0.01
N -0.03 0.44 0.46
H 0.46 0.05 -0.07
H -0.11 0.29 0.50
H 0.13 -0.22 -0.18
H -0.20 0.32 0.48
H -0.35 0.27 -0.50
H 0.57 -0.13 -0.35
H -0.05 -0.35 -0.45
H 0.21 0.67 -0.39
H -0.24 -0.38 -0.06
H -0.63 0.43 -0.30
H 0.41 -0.81 0.05
C -0.35 -0.56 -0.09
C -0.38 1.53 -0.30
C -0.42 -0.58 1.47
O 0.50 0.31 -1.19
C -0.05 -0.34 0.99
N 0.77 0.22 -0.55
H -0.08 -0.01 0.06
H -0.13 -0.24 0.04
H 0.53 -0.10 0.05
H -0.52 -0.38 -0.69
H 0.25 -0.49 -0.44
H -0.21 0.48 -0.26
H 0.07 0.22 0.15
H -0.39 0.18 0.35
H 0.32 -0.11 -0.17
H 0.33 -0.10 -0.47
H -0.39 0.56 0.26
C 0.70 0.82 -1.39
C -0.35 -0.10 -0.10
C 0.18 -0.58 1.24
O -1.72 0.69 -0.65
C 0.33 -0.14 1.00
N 0.45 0.00 1.27
H 0.03 -0.36 0.28
H -0.02 0.28 0.00
H -0.14 0.13 0.25
H 0.24 -0.06 -0.09
H -0.25 -0.14 0.27
H 0.35 -0.11 -0.49
H 0.58 0.30 -0.55
H 0.35 -0.14 -0.05
H -0.08 -0.60 -0.92
H 0.34 0.04 -0.48
H -0.39 -0.03 0.43
C 0.27 0.02 -2.54
C -0.93 1.35 1.47
C 0.21 -0.94 0.36
O -0.44 -0.18 0.58
C -0.53 0.17 -0.19
N 1.05 -0.66 -0.28
H -0.28 0.11 0.43
H 0.18 0.00 -0.14
H -0.19 0.12 0.43
H -0.31 0.04 -0.05
H -0.16 0.20 0.13
H 0.05 0.24 -0.37
H 0.33 0.32 0.36
H -0.30 -0.09 -0.84
H -0.39 -0.03 0.07
H 0.34 0.00 0.09
H 0.64 -0.40 0.35
C -1.85 0.26 0.90
C 1.74 -0.31 -0.34
C 0.45 0.06 -0.13
O -1.48 1.15 -0.13
C 1.22 -0.23 0.46
N 1.04 -0.41 -0.86
H -0.43 -0.21 0.00
H 0.14 -0.31 -0.14
H 0.44 0.09 -0.11
H 0.07 -0.28 0.38
H 0.03 0.11 -0.35
H 0.12 -0.06 0.49
H 0.14 -0.02 -0.01
H -0.59 0.25 -0.13
H -0.54 0.01 -0.09
H 0.14 -0.65 -0.32
H -0.71 0.49 0.45
C 0.52 1.27 1.90
C -2.46 -1.69 -0.27
C 0.37 -0.69 -0.31
O -0.06 -0.63 -0.85
C 0.89 1.40 1.42
N 0.85 1.27 -0.44
H 0.21 0.28 -0.39
H -0.66 -0.18 -0.07
H 0.73 -0.66 -0.40
H -0.41 0.09 -0.15
H -0.18 0.12 -0.04
H 0.19 0.15 0.28
H 0.34 0.21 -0.32
H -0.42 -0.25 0.08
H -0.33 -0.66 -0.59
H -0.49 -0.11 0.31
H 0.40 0.10 -0.30
C 0.24 -1.25 0.57
C -1.01 0.22 -2.40
C 1.81 -0.68 -0.30
O 1.45 1.18 0.81
C -1.17 0.46 -0.15
N -0.93 -0.01 0.79
H 0.45 -0.15 0.04
H -0.12 0.08 -0.13
H -0.15 0.28 0.11
H 0.28 0.81 1.07
H -0.06 -0.63 0.18
H -0.06 0.38 -0.47
H 0.12 -0.56 -0.64
H -0.22 -0.26 -0.41
H -0.81 -0.32 0.62
H 0.09 -0.06 0.30
H 0.07 0.50 0.09
C -0.75 0.42 -1.21
C 1.36 1.44 1.38
C -0.88 -0.07 -0.79
O 0.01 0.58 -0.67
C 0.48 -0.45 1.70
N -1.12 -0.72 -0.30
H -0.39 0.24 0.10
H 0.48 -0.30 -0.01
H 0.16 -0.46 0.29
H -0.29 0.45 -0.08
H 0.36 -0.16 0.05
H -0.14 -0.40 -0.08
H 0.28 -0.19 -0.37
H -0.15 -0.18 -0.22
H 0.26 0.12 0.11
H 0.18 0.19 0.12
H 0.21 -0.52 0.06

Löwdin population analysis, charges in e, atoms 1 to 4: atom 1 (C): -0.05, atom 2 (C): -0.46, atom 3 (C): -0.17, atom 4 (O): -0.24